Entry 1:
Here is C17H20IN4PdS as an isolated structure from OMol25. Energies are from wB97M-V/def2-TZVPD.

Each line ends with the natural charge from an NBO analysis.
Positions of all 44 atoms, in Å:
Pd1 0.55708 -0.99915 0.59974  0.75
I1 0.53377 -0.04190 3.15180  0.33
C1 0.08810 1.86808 2.40065  -0.11
C2 -0.22116 2.85364 3.28737  -0.24
C3 -0.44416 4.16376 2.80821  -0.19
C4 -0.32325 4.43738 1.47902  -0.20
C5 0.00634 3.41797 0.55062  0.04
C6 0.16024 3.70437 -0.82910  -0.20
C7 0.50025 2.72005 -1.70872  -0.22
C8 0.67232 1.38882 -1.25103  -0.33
C9 0.49527 1.05814 0.06724  -0.21
C10 0.19566 2.08477 1.00378  -0.20
H1 -0.29038 2.64935 4.34724  0.23
H2 -0.69780 4.94560 3.51094  0.23
H3 -0.47638 5.44399 1.11013  0.22
H4 0.01410 4.72310 -1.16637  0.22
H5 0.63697 2.94736 -2.75878  0.22
H6 0.95444 0.62657 -1.97280  0.22
C11 4.69816 1.72779 -0.33070  -0.40
N1 4.65398 0.44346 0.37144  -0.45
C12 5.89736 -0.09131 0.92736  -0.40
C13 3.61046 -0.32417 0.23026  0.58
N2 2.68087 -1.00431 0.09253  -0.55
H7 5.13245 2.47461 0.33200  0.22
H8 3.68721 2.03179 -0.59342  0.23
H9 5.30381 1.65066 -1.23528  0.21
H10 6.32939 0.64928 1.59820  0.22
H11 6.60738 -0.31621 0.13004  0.21
H12 5.68618 -0.99770 1.48787  0.23
S1 -1.68934 -1.79837 0.81163  -0.23
C14 -2.26405 -1.63583 -0.81080  0.36
N3 -1.97560 -0.57244 -1.54930  -0.59
C15 -2.47201 -0.35770 -2.90539  -0.22
C16 -2.76806 -1.69875 -3.55353  -0.42
C17 -3.66129 -2.51766 -2.63773  -0.22
N4 -3.04899 -2.58351 -1.31176  -0.57
H13 -1.42878 0.15264 -1.10176  0.45
H14 -1.70994 0.18821 -3.45996  0.22
H15 -3.37090 0.26267 -2.87264  0.21
H16 -1.83591 -2.23768 -3.73318  0.22
H17 -3.25818 -1.54663 -4.51351  0.24
H18 -3.77281 -3.53508 -3.00664  0.23
H19 -4.65653 -2.07340 -2.56416  0.21
H20 -3.21566 -3.38044 -0.71932  0.43

Total charge ... +1
Gap between HOMO and LUMO (spin up / spin down) ... 8.1 / 6.4 eV
2S+1 ... 3
LUMO (spin up / spin down) ... -2.1 / -4.4 eV


Entry 2:
Here is one molecule with the formula C5H7NO from OMol25. Energies are from wB97M-V/def2-TZVPD.

Each line ends with the natural charge from an NBO analysis.
Positions of all 14 atoms, in Å:
H1 -0.25984 -2.04452 2.13206  0.34
N1 -0.72569 -1.60286 1.33743  -0.58
C1 0.02314 -0.95946 0.57353  0.25
C2 1.27738 -0.38230 0.19999  -0.11
C3 2.54802 -0.12330 0.42295  -0.30
C4 0.07423 -0.10391 -0.64180  0.01
O1 -0.47960 1.17756 -0.65152  -0.51
C5 -1.89054 1.16283 -0.69209  -0.25
H2 3.08065 -0.58187 1.24206  0.20
H3 3.10619 0.55348 -0.20507  0.21
H4 0.00849 -0.61812 -1.60574  0.19
H5 -2.20596 2.20357 -0.65734  0.19
H6 -2.25236 0.69981 -1.61769  0.16
H7 -2.30410 0.61909 0.16321  0.18

Relative energy (zero: lowest compared OMol25 entry of this formula, charge and spin) ... 3.770 eV
Gap between HOMO and LUMO ... 9.2 eV
2S+1 ... 1
SMILES ... [H]/N=C1\C(=C)[C@@H]1OC
LUMO ... 0.0 eV


Entry 3:
Here is a 2-piece molecular cluster, C2H4Cl4 overall from OMol25. Energies are from wB97M-V/def2-TZVPD.

Each line ends with the natural charge from an NBO analysis.
Positions of all 10 atoms, in Å:
Cl1 0.88947 2.25748 -0.75147  -0.01
C1 0.14119 1.79014 0.77908  -0.37
Cl2 0.24752 3.17719 1.96756  -0.07
H1 -0.92377 1.64328 0.59910  0.22
H2 0.56678 0.91673 1.27317  0.23
Cl3 0.92629 -1.70180 0.44480  -0.03
C2 -0.19523 -2.07073 -0.86956  -0.40
Cl4 -1.40843 -0.78673 -1.04036  -0.02
H3 0.38072 -2.18589 -1.78778  0.23
H4 -0.62451 -3.03964 -0.61455  0.23

Relative energy (zero: lowest compared OMol25 entry of this formula, charge and spin) ... 0.129 eV
Gap between HOMO and LUMO ... 11.5 eV
2S+1 ... 1
SMILES ... ClCCl.ClCCl
LUMO ... 0.6 eV


Entry 4:
Here is a 8-piece molecular cluster, C27H51F6NO23S overall from OMol25. Energies are from wB97M-V/def2-TZVPD.

Each line ends with the Mulliken charge.
Positions of all 109 atoms, in Å:
C1 4.82839 -3.05927 -1.99479  -0.97
N1 5.05435 -1.69829 -2.48793  0.38
C2 4.66269 -0.52634 -1.69688  -1.18
C3 3.45156 0.28819 -2.19687  -0.57
C4 2.42127 -0.48627 -3.03371  -0.72
C5 1.26507 -0.98582 -2.19710  0.63
F1 0.65746 0.00194 -1.49517  -0.26
F2 1.73829 -1.88671 -1.26685  -0.28
C6 0.16996 -1.73280 -3.01844  0.58
F3 -1.02268 -1.60734 -2.44652  -0.18
F4 0.08338 -1.27243 -4.26052  -0.29
F5 0.45310 -3.03385 -3.08950  -0.28
S1 5.77004 -1.48837 -3.88900  1.23
O1 5.90193 -0.08197 -4.12925  -0.65
O2 6.89474 -2.33979 -4.08980  -0.60
F6 4.70662 -1.96888 -4.95164  -0.27
H1 3.82002 -3.41076 -2.23887  0.21
H2 5.57283 -3.73483 -2.41583  0.33
H3 4.93232 -3.05290 -0.90703  0.37
H4 4.46248 -0.89723 -0.68784  0.48
H5 5.52569 0.13912 -1.61168  0.39
H6 3.79908 1.14722 -2.77397  0.45
H7 2.95033 0.68603 -1.30828  0.39
H8 2.03472 0.15097 -3.83374  0.51
H9 2.84493 -1.36618 -3.52203  0.35
C7 -1.38349 -3.19460 0.06506  -0.55
O3 -2.14968 -4.13409 0.82826  -0.33
C8 -2.66100 -3.63432 1.95175  0.73
O4 -2.52787 -2.50576 2.34745  -0.55
O5 -3.34899 -4.59954 2.56289  -0.36
C9 -3.96061 -4.19622 3.79156  -0.70
H10 -1.03697 -3.73273 -0.81081  0.27
H11 -2.00490 -2.35556 -0.23528  0.25
H12 -0.53289 -2.83891 0.64458  0.31
H13 -4.67626 -3.39446 3.62049  0.31
H14 -3.20797 -3.88131 4.51172  0.37
H15 -4.48484 -5.06658 4.17590  0.21
C10 -2.16973 3.71450 -5.43219  -0.65
O6 -2.57897 3.70473 -4.06141  -0.31
C11 -2.14212 2.65530 -3.36528  0.69
O7 -1.45880 1.76081 -3.79380  -0.54
O8 -2.58837 2.76944 -2.11632  -0.18
C12 -2.19284 1.69795 -1.25334  -0.65
H16 -2.59582 4.61555 -5.86270  0.21
H17 -1.08454 3.74448 -5.50744  0.30
H18 -2.55099 2.83785 -5.95208  0.30
H19 -1.10944 1.64992 -1.18638  0.19
H20 -2.58600 0.75051 -1.61773  0.33
H21 -2.60845 1.92109 -0.27502  0.26
C13 9.48096 -1.57471 -2.38743  -0.66
O9 10.57050 -2.12232 -1.63297  -0.34
C14 10.25080 -2.45308 -0.38550  0.84
O10 9.16666 -2.33394 0.12571  -0.57
O11 11.34169 -2.93862 0.21065  -0.34
C15 11.14323 -3.32517 1.57347  -0.67
H22 9.86946 -1.35120 -3.37603  0.32
H23 8.67340 -2.29323 -2.47622  0.27
H24 9.12067 -0.65788 -1.92272  0.31
H25 10.39617 -4.11331 1.64390  0.33
H26 10.83751 -2.47003 2.17342  0.29
H27 12.10378 -3.69534 1.91958  0.23
C16 10.77579 4.15338 1.66768  -0.63
O12 11.12766 2.77149 1.77223  -0.31
C17 11.92976 2.33686 0.79934  0.79
O13 12.35248 2.99909 -0.11191  -0.54
O14 12.18035 1.04638 1.01128  -0.30
C18 13.03572 0.44348 0.03545  -0.61
H28 10.12952 4.36006 2.51546  0.22
H29 11.66403 4.78025 1.71635  0.29
H30 10.24230 4.34417 0.73848  0.29
H31 14.01049 0.92733 0.02587  0.34
H32 12.58494 0.49122 -0.95391  0.29
H33 13.14714 -0.59692 0.32678  0.16
C19 -10.39225 -2.57836 2.66639  -0.60
O15 -9.07088 -3.08924 2.87464  -0.31
C20 -8.68839 -4.00204 1.98443  0.74
O16 -9.34431 -4.41064 1.06236  -0.54
O17 -7.44838 -4.38841 2.29081  -0.23
C21 -6.90747 -5.37578 1.40847  -0.62
H34 -10.56493 -1.85046 3.45305  0.18
H35 -10.46736 -2.08867 1.69808  0.29
H36 -11.12677 -3.37862 2.73411  0.32
H37 -6.85316 -4.99482 0.39051  0.31
H38 -7.50595 -6.28444 1.43293  0.31
H39 -5.90323 -5.59128 1.76330  0.15
C22 -4.33847 4.88992 -0.50783  -0.62
O18 -3.14552 4.82504 0.28013  -0.17
C23 -2.90869 5.90836 1.01510  0.74
O19 -3.59355 6.89654 1.06371  -0.55
O20 -1.77593 5.71242 1.69333  -0.31
C24 -1.39902 6.80701 2.53218  -0.64
H40 -4.39209 3.95162 -1.04600  0.12
H41 -5.21279 5.00592 0.13052  0.34
H42 -4.28650 5.71230 -1.21855  0.31
H43 -2.16338 6.99563 3.28353  0.29
H44 -1.23635 7.70571 1.94035  0.29
H45 -0.47278 6.50740 3.01333  0.22
C25 -12.67263 2.93554 1.40646  -0.61
O21 -13.03201 2.95969 2.79104  -0.33
C26 -12.69258 1.86331 3.46516  0.83
O22 -12.13130 0.90056 3.00875  -0.53
O23 -13.07967 2.01298 4.73068  -0.31
C27 -12.77433 0.90125 5.57657  -0.60
H46 -13.00920 3.88276 0.99647  0.21
H47 -11.59437 2.84343 1.29235  0.29
H48 -13.16891 2.11242 0.89624  0.29
H49 -11.69951 0.73486 5.61779  0.29
H50 -13.27410 0.00154 5.22248  0.29
H51 -13.14536 1.16717 6.56157  0.19

Gap between HOMO and LUMO ... 11.1 eV
2S+1 ... 1
SMILES ... CN(CCCC(F)(F)C(F)(F)F)S(=O)(=O)F.COC(=O)OC.COC(=O)OC.COC(=O)OC.COC(=O)OC.COC(=O)OC.COC(=O)OC.COC(=O)OC
LUMO ... 0.5 eV


Entry 5:
Here is a 2-piece molecular cluster, C16H17NO overall from OMol25. Energies are from wB97M-V/def2-TZVPD.

Each line ends with the natural charge from an NBO analysis.
Positions of all 35 atoms, in Å:
C1 1.54860 2.62647 -1.65541  -0.63
C2 0.13257 3.04958 -1.55714  -0.12
C3 -0.37506 4.28314 -1.80175  -0.01
N1 -1.74388 4.29355 -1.58252  -0.54
C4 -2.16912 2.99656 -1.35762  0.15
C5 -3.48286 2.54962 -1.25043  -0.26
C6 -3.60441 1.20585 -0.93983  -0.21
C7 -2.52937 0.35411 -0.81071  -0.24
C8 -1.22348 0.83003 -1.04947  -0.21
C9 -0.99542 2.17758 -1.24472  -0.03
H1 2.13917 2.66151 -0.73287  0.22
H2 2.17010 3.15585 -2.38138  0.22
H3 1.66673 1.58505 -1.98049  0.21
H4 0.01616 5.24967 -2.07476  0.21
H5 -2.31974 4.92985 -2.12277  0.40
H6 -4.28927 3.22279 -1.49778  0.22
H7 -4.59789 0.77599 -0.83840  0.21
H8 -2.66768 -0.70659 -0.67626  0.21
H9 -0.48767 0.03596 -1.11277  0.21
C10 -0.59559 -4.16100 2.26527  -0.63
C11 0.66818 -3.39774 1.90610  -0.03
C12 0.87772 -2.17160 2.53834  -0.20
C13 1.96849 -1.41012 2.21192  -0.25
C14 2.89300 -1.88217 1.28832  0.27
O1 3.99046 -1.08701 1.00347  -0.71
C15 2.74383 -3.12009 0.71282  -0.26
C16 1.62456 -3.89860 1.02986  -0.21
H10 -0.37724 -4.80567 3.12088  0.22
H11 -1.05664 -4.69994 1.44390  0.22
H12 -1.30426 -3.42349 2.63752  0.21
H13 0.22474 -1.78211 3.31130  0.21
H14 2.26182 -0.41576 2.53441  0.23
H15 3.97553 -0.74175 0.11374  0.48
H16 3.49543 -3.43208 -0.00308  0.22
H17 1.42250 -4.84742 0.55231  0.21

Relative energy (zero: lowest compared OMol25 entry of this formula, charge and spin) ... 0.814 eV
Gap between HOMO and LUMO ... 8.6 eV
2S+1 ... 1
SMILES ... Cc1c[nH]c2ccccc12.Cc1ccc(O)cc1
LUMO ... 0.7 eV


Entry 6:
Here is a 6-piece molecular cluster, C17H32N2O5S overall from OMol25. Energies are from wB97M-V/def2-TZVPD.

Each line ends with the natural charge from an NBO analysis.
Positions of all 57 atoms, in Å:
O1 -0.85476 2.03044 4.96103  -0.95
S1 -0.44180 0.65438 5.04962  2.17
O2 0.29329 0.20463 6.20145  -0.94
C1 -1.87716 -0.39766 4.78944  -0.67
C2 -1.43660 -1.39433 3.71645  -0.40
C3 -0.60298 -0.57928 2.73129  -0.42
C4 0.42310 0.16923 3.55591  -0.68
H1 -2.64010 0.24797 4.34881  0.23
H2 -2.22733 -0.77789 5.74328  0.25
H3 -0.84437 -2.20009 4.16219  0.21
H4 -2.28009 -1.88521 3.23050  0.22
H5 -1.25339 0.11381 2.19088  0.21
H6 -0.10529 -1.22040 2.00822  0.24
H7 0.84780 1.07428 3.12485  0.27
H8 1.23609 -0.47739 3.88576  0.24
C5 -0.85088 5.61860 2.32179  -0.72
C6 -0.83934 4.19892 1.80655  0.61
C7 -2.13509 3.67471 1.23180  -0.72
O3 0.17135 3.53714 1.82331  -0.56
H9 -0.90560 6.32348 1.48931  0.23
H10 0.07843 5.82168 2.85149  0.24
H11 -1.68518 5.79303 3.00188  0.23
H12 -1.96393 2.71813 0.74471  0.22
H13 -2.55524 4.40548 0.54069  0.23
H14 -2.85231 3.53791 2.04492  0.24
C8 -1.17470 -4.58352 -2.32973  -0.73
C9 -2.57053 -3.99881 -2.29968  0.60
C10 -3.08690 -3.52834 -0.96100  -0.73
O4 -3.23969 -3.89798 -3.30046  -0.56
H15 -0.74909 -4.52102 -3.32522  0.23
H16 -1.21262 -5.62827 -2.01189  0.24
H17 -0.58156 -4.03989 -1.59186  0.25
H18 -2.29789 -3.01876 -0.40697  0.24
H19 -3.43430 -4.38561 -0.38147  0.24
H20 -3.91402 -2.83931 -1.11823  0.23
C11 4.00933 -0.59043 -3.56970  -0.73
C12 4.40681 0.40530 -2.50036  0.61
C13 5.66993 1.18266 -2.75029  -0.72
O5 3.74539 0.57907 -1.50190  -0.57
H21 3.43634 -1.40779 -3.14060  0.23
H22 4.90399 -0.97264 -4.06256  0.22
H23 3.39650 -0.05945 -4.30121  0.26
H24 5.80360 1.93026 -1.96788  0.24
H25 5.61958 1.71435 -3.70224  0.23
H26 6.53839 0.52361 -2.73923  0.23
C14 0.59452 0.80300 -0.75394  -0.76
C15 0.28519 -0.60982 -0.61429  0.35
N1 0.02990 -1.72235 -0.50449  -0.43
H27 0.14759 1.18345 -1.66762  0.26
H28 1.68141 0.90788 -0.79080  0.30
H29 0.26212 1.37227 0.11607  0.27
C16 -0.77835 -1.40011 -4.22584  -0.73
C17 0.07059 -0.21761 -4.27428  0.31
N2 0.75801 0.69710 -4.26479  -0.37
H30 -0.92658 -1.68555 -3.18459  0.26
H31 -0.31528 -2.18550 -4.81638  0.26
H32 -1.77632 -1.19775 -4.61269  0.26

Gap between HOMO and LUMO ... 10.2 eV
2S+1 ... 1
SMILES ... O=S1(=O)CCCC1.CC(C)=O.CC(C)=O.CC(C)=O.CC#N.CC#N
LUMO ... 0.5 eV


Entry 7:
Here is a 7-piece molecular cluster, CH16N2O7 overall from OMol25. Energies are from wB97M-V/def2-TZVPD.

Each line ends with the natural charge from an NBO analysis.
Positions of all 26 atoms, in Å:
N1 0.21614 3.66373 1.32188  -0.85
C1 0.05066 2.38679 1.83226  0.78
N2 1.10424 2.03291 2.61505  -0.86
O1 -0.88465 1.68466 1.46875  -0.66
H1 -0.41907 3.85844 0.56486  0.41
H2 1.19480 3.87543 1.29713  0.38
H3 1.87715 2.58512 2.92528  0.40
H4 1.17039 1.04852 2.82914  0.41
O2 -1.14706 -2.47879 2.43405  -0.97
H5 -0.97264 -2.09544 1.55431  0.50
H6 -0.27488 -2.59709 2.81883  0.46
O3 -1.15362 0.13459 -2.87539  -0.97
H7 -1.29239 -0.82145 -2.77835  0.49
H8 -0.80795 0.24458 -3.76754  0.47
O4 0.45121 2.39717 -2.20152  -0.96
H9 1.11488 2.14326 -2.84864  0.46
H10 -0.13691 1.62671 -2.13588  0.49
O5 -0.48277 -1.07514 0.14663  -0.96
H11 -0.27289 -0.14641 -0.01315  0.50
H12 -1.01991 -1.33646 -0.60840  0.48
O6 -1.16945 -2.64481 -2.23038  -0.97
H13 -1.36876 -3.41424 -1.68431  0.50
H14 -1.07279 -2.99917 -3.12158  0.49
O7 1.85508 -2.46236 1.12494  -0.94
H15 1.50252 -3.35764 1.14192  0.47
H16 1.93868 -2.25289 0.19012  0.47

Relative energy (zero: lowest compared OMol25 entry of this formula, charge and spin) ... 0.604 eV
Gap between HOMO and LUMO ... 9.5 eV
2S+1 ... 1
SMILES ... NC(N)=O.O.O.O.O.O.O
LUMO ... -0.1 eV


Entry 8:
Here is one molecule with the formula C2H4N4OS from OMol25. Energies are from wB97M-V/def2-TZVPD.

Each line ends with the natural charge from an NBO analysis.
Positions of all 12 atoms, in Å:
N1 -0.24776 1.98701 -0.07920  -0.64
N2 -0.28040 0.55696 -0.08287  -0.28
C1 -1.47844 -0.18695 -0.03696  0.62
O1 -2.68945 0.38099 0.01175  -0.65
N3 -1.21356 -1.43774 -0.02905  -0.34
N4 0.17948 -1.47808 0.02018  -0.40
C2 0.81977 -0.25950 0.01901  0.18
S1 2.41884 0.02884 0.03252  -0.22
H1 -0.28764 2.25425 1.06927  0.37
H2 0.77938 2.24088 -0.58977  0.41
H3 -3.38390 -0.35235 0.34119  0.52
H4 0.59410 -2.37049 -0.13068  0.42

Relative energy (zero: lowest compared OMol25 entry of this formula, charge and spin) ... 1.149 eV
Gap between HOMO and LUMO ... 8.6 eV
2S+1 ... 1
SMILES ... Nn1c(O)n[nH]c1=S
LUMO ... 0.3 eV


These records have E values of -46323.3716 -8832.4328 -52228.4541 -104549.6922 -20405.0121 -42200.1831 -18610.2196 -20979.8652 eV, in the order they appear.